The following is a DFT calculation (ωB97M-V with the def2-TZVPD basis set) of CH8N4P as an isolated structure.

Summary:
E   -603.0345 Ha
LUMO level   -3.25 eV
Charge   +1
Highest occupied orbital energy   -14.41 eV
Energy relative to the best compared isomer or geometry (same formula, charge and spin)   22.01 kcal/mol

```
14
Properties=species:S:1:pos:R:3:nbo_charge:R:1
C 0.5994 0.1301 -1.2733 0.64
N 1.2100 0.8262 -2.1864 -0.75
N -0.5715 -0.5352 -1.2664 -0.89
N -1.4263 -0.0770 1.0159 -1.14
N 0.9568 -0.0218 0.0074 -0.85
P -0.4412 -1.2259 0.2918 1.39
H 0.8013 0.9959 -3.1557 0.45
H 2.1188 1.2510 -1.9987 0.44
H -1.0008 -0.6773 -2.2006 0.44
H -0.1787 -0.6610 3.7324 -0.01
H -1.8282 -0.1284 1.9018 0.42
H -1.2984 0.9098 0.6990 0.41
H 1.9516 -0.1044 0.3585 0.44
H -0.8930 -0.6821 4.0742 0.01
```


The following is a DFT calculation (ωB97M-V with the def2-TZVPD basis set) of a 2-piece molecular cluster, CH8N5 overall.

Summary:
E   -316.2866 Ha
LUMO level   -4.13 eV
Charge   +1
Highest occupied orbital energy   -13.66 eV
Energy relative to the best compared isomer or geometry (same formula, charge and spin)   112.73 kcal/mol

```
14
Properties=species:S:1:pos:R:3:nbo_charge:R:1
C -1.9908 -1.2322 0.1055 -0.04
N -1.4295 0.9453 -0.3365 -0.60
N -2.3244 0.0035 -0.0685 -0.20
N 1.0869 0.3239 0.2149 -0.51
N 1.9197 -0.5143 -0.0893 0.11
N 3.2305 -0.1479 -0.1560 -0.63
H -2.7683 -1.9157 0.5161 0.24
H -0.9785 -1.4599 0.1162 0.23
H -0.4455 0.5947 -0.4072 0.42
H 1.2863 1.3180 0.1886 0.31
H -1.7114 1.8487 -0.0904 0.40
H 3.9707 -0.9243 -0.1878 0.43
H -3.3911 0.3109 0.1820 0.47
H 3.5455 0.8493 0.0125 0.38
```


The following is a DFT calculation (ωB97M-V with the def2-TZVPD basis set) of a 2-piece molecular cluster, CH8N5O overall.

Summary:
E   -391.4645 Ha
LUMO level   -4.13 eV
Charge   +1
Highest occupied orbital energy   -12.51 eV
Energy relative to the best compared isomer or geometry (same formula, charge and spin)   84.89 kcal/mol

```
15
Properties=species:S:1:pos:R:3:nbo_charge:R:1
C 0.7817 -1.3873 1.7679 0.72
N 1.0301 -0.6101 0.9603 -0.42
N 0.8738 -2.3450 2.6451 -0.80
N 0.9511 0.8056 -1.0356 -0.66
N -2.1499 1.8711 -1.4673 -0.47
N -0.2637 0.2748 -0.7960 -0.25
O -1.3585 0.8482 -1.7947 -0.29
H 1.3701 0.0000 0.2312 0.45
H 1.5319 -3.0946 2.4949 0.46
H -0.0070 -2.5541 3.1664 0.46
H 1.1930 0.7253 -2.0725 0.38
H 0.8404 1.7665 -0.8823 0.38
H -1.7090 2.7810 -1.3229 0.35
H -2.8545 1.5904 -0.7309 0.35
H -0.2295 -0.6718 -1.1636 0.34
```


The following is a DFT calculation (ωB97M-V with the def2-TZVPD basis set) of CH8N6 as an isolated structure.

Summary:
E   -371.2027 Ha
LUMO level   1.09 eV
Charge   0
Highest occupied orbital energy   -6.61 eV
Energy relative to the best compared isomer or geometry (same formula, charge and spin)   113.57 kcal/mol

```
15
Properties=species:S:1:pos:R:3:nbo_charge:R:1
N 1.9829 -0.3244 0.2221 -0.72
N 0.6411 -0.6704 0.3458 -0.01
N 0.1019 -0.9162 -0.8699 -0.50
H 2.3282 -0.0639 1.1518 0.36
H 2.5298 -1.1689 0.0256 0.37
H 0.7746 -0.8127 -1.6132 0.36
N 0.1647 1.6720 0.9465 -0.66
N -2.0727 -0.7908 -0.1408 -0.87
C -0.9734 -0.0393 -0.5893 0.23
N -0.1885 0.3892 0.5332 -0.20
H -0.2689 2.3758 0.3487 0.35
H 1.1796 1.7536 0.8603 0.35
H -3.0173 -0.6255 -0.4648 0.38
H -1.9510 -1.4993 0.5731 0.40
H -1.2310 0.7206 -1.3291 0.18
```


The following is a DFT calculation (ωB97M-V with the def2-TZVPD basis set) of a 3-piece molecular cluster, CH8NO2 overall.

Summary:
E   -247.8744 Ha
LUMO level   -4.80 eV
Charge   +1
Highest occupied orbital energy   -15.61 eV
Energy relative to the best compared isomer or geometry (same formula, charge and spin)   7.41 kcal/mol

```
12
Properties=species:S:1:pos:R:3:nbo_charge:R:1
C -0.1586 -1.0746 -0.1495 0.15
N -0.1822 0.1827 -0.0544 -0.57
H -1.0390 -1.6334 0.1251 0.22
H 0.7574 -1.6160 -0.3425 0.25
H 0.6476 0.7549 -0.1557 0.45
H -1.0859 0.6360 0.2014 0.47
H -3.5493 0.4529 0.6348 0.51
H -2.8264 1.7309 1.1507 0.51
O -2.7443 0.9759 0.5586 -0.97
H 3.3469 0.1220 -1.4066 0.49
H 3.7545 -0.1761 0.0500 0.49
O 3.0793 -0.3551 -0.6119 -0.98
```


The following is a DFT calculation (ωB97M-V with the def2-TZVPD basis set) of a 2-piece molecular cluster, CH8NS overall.

Summary:
E   -495.5737 Ha
LUMO level   -4.05 eV
Charge   +1
Highest occupied orbital energy   -13.30 eV
Energy relative to the best compared isomer or geometry (same formula, charge and spin)   3.77 kcal/mol

```
11
Properties=species:S:1:pos:R:3:nbo_charge:R:1
N 1.3283 2.0855 0.2059 -0.87
H 1.3962 2.5296 -0.7097 0.46
H 0.5985 1.3472 0.2099 0.46
H 1.0933 2.7737 0.9248 0.45
H 2.2086 1.6278 0.4482 0.46
C -0.9991 -2.2080 -0.1305 -0.72
S -0.5657 -0.4727 -0.2629 -0.12
H -0.6332 -2.6160 0.8063 0.24
H -0.5840 -2.8168 -0.9250 0.24
H -2.0816 -2.3337 -0.1243 0.25
H -1.7613 0.0835 -0.4426 0.16
```


The following is a DFT calculation (ωB97M-V with the def2-TZVPD basis set) of a 2-piece molecular cluster, CH8NS overall.

Summary:
E   -495.5737 Ha
LUMO level   -4.04 eV
Charge   +1
Highest occupied orbital energy   -13.69 eV
Energy relative to the best compared isomer or geometry (same formula, charge and spin)   3.74 kcal/mol

```
11
Properties=species:S:1:pos:R:3:nbo_charge:R:1
N -1.1350 -0.4850 -1.4710 -0.89
H -1.7174 -1.3069 -1.2370 0.45
H -1.7653 0.2694 -1.7478 0.45
H -0.5556 -0.7885 -2.2670 0.46
H -0.5358 -0.1740 -0.6669 0.46
C 0.7329 0.1416 1.6296 -0.70
S 1.5343 0.3217 -0.0347 -0.08
H -0.2513 0.5896 1.5610 0.21
H 1.3260 0.6927 2.3444 0.25
H 0.7131 -0.9206 1.8307 0.24
H 1.6541 1.6599 0.0586 0.16
```


The following is a DFT calculation (ωB97M-V with the def2-TZVPD basis set) of a 3-piece molecular cluster, CH8O2S2 overall.

Summary:
E   -989.6923 Ha
LUMO level   0.53 eV
Charge   0
Highest occupied orbital energy   -8.17 eV
Energy relative to the best compared isomer or geometry (same formula, charge and spin)   37.25 kcal/mol

```
13
Properties=species:S:1:pos:R:3:nbo_charge:R:1
C 2.5722 -1.9096 0.0171 -0.80
S 2.9123 -0.3019 -0.6260 0.11
S 3.0973 0.9267 0.8769 -0.13
H 1.4903 -1.8097 0.4099 0.22
H 3.1703 -2.1229 0.9981 0.24
H 2.5246 -2.6952 -0.8541 0.26
H 2.2447 0.5342 1.7984 0.12
O -3.5165 2.3019 2.1363 -0.97
H -4.1057 1.5505 2.5051 0.49
H -3.9478 2.9337 1.5366 0.48
O -2.3066 -0.0347 -3.1422 -0.95
H -1.6225 -0.2942 -2.5802 0.47
H -2.5124 0.9212 -3.0760 0.48
```


The following is a DFT calculation (ωB97M-V with the def2-TZVPD basis set) of a 3-piece molecular cluster, CH8O2S2 overall.

Summary:
E   -989.3761 Ha
Multiplicity   2
LUMO level (spin up / spin down)   -5.01 / -9.16 eV
Charge   +1
Highest occupied orbital energy (spin up / spin down)   -12.80 / -12.80 eV
<S²>   0.75
Energy relative to the best compared isomer or geometry (same formula, charge and spin)   39.87 kcal/mol

```
13
Properties=species:S:1:pos:R:3:lowdin_spin:R:1
C 2.5470 2.5671 2.7889 0.08
S 0.9311 2.2012 3.4795 0.57
S -0.1335 3.6982 4.1973 0.28
H 3.1511 1.6653 2.9294 0.01
H 3.2422 3.2437 3.3361 0.01
H 2.3716 3.0503 1.8178 0.02
H -0.1701 3.5852 5.5449 0.05
H -3.7999 -1.1279 -3.5453 0.00
H -5.2848 -1.6290 -3.5486 0.00
O -4.4421 -1.6518 -4.0049 0.00
H 0.9698 -5.0724 -3.6786 0.00
H 0.4472 -5.3043 -5.1132 0.00
O 0.1704 -5.2256 -4.2033 0.00
```


The following is a DFT calculation (ωB97M-V with the def2-TZVPD basis set) of a 3-piece molecular cluster, CH8O2S2 overall.

Summary:
E   -989.4396 Ha
Multiplicity   2
LUMO level (spin up / spin down)   -4.68 / -8.19 eV
Charge   +1
Highest occupied orbital energy (spin up / spin down)   -15.17 / -15.41 eV
<S²>   0.75
Energy relative to the best compared isomer or geometry (same formula, charge and spin)   0.00 kcal/mol

```
13
Properties=species:S:1:pos:R:3:lowdin_spin:R:1
C -0.3316 -1.9685 0.3257 0.05
S -0.8158 -1.1178 -1.2350 0.50
S 0.9896 -0.7064 -2.1243 0.40
H 0.2690 -2.8521 0.1375 0.01
H -1.2022 -2.3132 0.8587 0.00
H 0.2232 -1.2360 0.8835 0.01
H 1.6046 -0.1607 -1.0503 0.02
H 0.3676 1.5769 0.5155 0.00
H 1.8547 1.3617 1.1025 0.00
O 1.1668 1.0380 0.5203 0.01
H -1.6865 1.7403 0.6257 0.00
H -1.3796 2.3753 -0.7354 0.00
O -1.0598 2.2627 0.1756 0.01
```


Here are the calculated M numbers, same order: 107.08; 90.11; 106.11; 104.12; 66.08; 66.15; 66.15; 116.21; 116.21; 116.21 (g/mol).